(1)
Density functional theory data (wB97M-V/def2-TZVPD) for a cluster of 11 separate species, C42H85N3O28P4 in total.

net charge	0
electronic energy	-5287.8335	Eh
LUMO energy	0.304	eV
structure (SMILES)	CCOP(=O)(OCC)OCC.CCOP(=O)(OCC)OCC.CCOP(=O)(OCC)OCC.CCOP(=O)(OCC)OCC.O=C1OCCO1.O=C1OCCO1.O=C1OCCO1.O=C1OCCO1.CC#N.CC#N.CC#N
orbital gap	10.73	eV

CARTESIAN COORDINATES (ANGSTROEM)
C (4.472, 6.488, 1.159)
C (3.825, 7.695, 1.499)
N (3.428, 8.750, 1.803)
H (5.061, 6.601, 0.249)
H (3.959, 5.543, 0.979)
H (5.169, 6.134, 1.918)
C (2.898, 14.885, -6.160)
C (2.972, 13.419, -5.891)
N (3.058, 12.327, -5.643)
H (2.361, 15.124, -7.078)
H (3.926, 15.243, -6.222)
H (2.212, 15.268, -5.405)
C (-2.082, -6.286, -8.700)
C (-2.455, -5.768, -10.023)
N (-2.775, -5.319, -11.085)
H (-1.203, -5.903, -8.182)
H (-1.829, -7.335, -8.848)
H (-2.966, -6.228, -8.064)
C (-6.135, -1.657, 9.227)
C (-6.138, -0.747, 10.466)
O (-5.786, 0.522, 10.122)
P (-5.664, 1.737, 11.268)
O (-5.365, 1.281, 12.606)
O (-4.768, 2.869, 10.549)
C (-5.139, 3.549, 9.396)
C (-4.334, 2.974, 8.270)
O (-7.141, 2.483, 11.224)
C (-8.320, 1.978, 11.822)
C (-8.846, 3.122, 12.677)
H (-6.576, -1.293, 8.299)
H (-5.092, -1.890, 9.013)
H (-6.554, -2.613, 9.541)
H (-7.108, -0.621, 10.947)
H (-5.439, -1.165, 11.190)
H (-6.155, 3.307, 9.084)
H (-4.975, 4.626, 9.406)
H (-3.341, 3.420, 8.330)
H (-4.186, 1.928, 8.538)
H (-4.743, 3.072, 7.264)
H (-9.023, 1.704, 11.034)
H (-8.157, 1.143, 12.503)
H (-7.961, 3.426, 13.236)
H (-9.089, 3.986, 12.058)
H (-9.675, 2.939, 13.361)
C (-8.823, 1.369, -0.864)
C (-8.563, 1.500, -2.398)
O (-8.405, 0.263, -3.093)
P (-9.409, -1.012, -2.745)
O (-10.837, -0.649, -2.752)
O (-8.943, -2.109, -3.948)
C (-9.732, -2.455, -5.059)
C (-10.119, -1.297, -6.049)
O (-8.858, -1.697, -1.323)
C (-7.817, -2.675, -1.250)
C (-6.402, -1.931, -1.191)
H (-8.650, 2.295, -0.315)
H (-9.846, 1.091, -0.607)
H (-8.063, 0.708, -0.447)
H (-9.377, 2.002, -2.922)
H (-7.631, 2.041, -2.559)
H (-9.441, -3.323, -5.650)
H (-10.747, -2.627, -4.700)
H (-9.291, -0.774, -6.526)
H (-10.786, -1.693, -6.815)
H (-10.629, -0.416, -5.659)
H (-7.962, -3.310, -0.376)
H (-7.798, -3.321, -2.128)
H (-6.315, -1.147, -1.943)
H (-6.131, -1.531, -0.214)
H (-5.575, -2.635, -1.294)
C (3.636, -1.406, -6.032)
C (3.788, -1.750, -4.478)
O (3.543, -0.640, -3.743)
P (2.090, -0.074, -3.308)
O (1.145, -0.639, -4.223)
O (1.877, -0.501, -1.716)
C (3.040, -0.586, -0.861)
C (2.705, -0.115, 0.538)
O (2.387, 1.515, -3.291)
C (2.094, 2.300, -4.446)
C (3.546, 2.756, -4.931)
H (2.569, -1.412, -6.257)
H (4.097, -0.585, -6.581)
H (4.016, -2.318, -6.492)
H (3.256, -2.675, -4.256)
H (4.787, -2.185, -4.457)
H (3.571, -1.531, -0.975)
H (3.654, 0.214, -1.274)
H (2.469, 0.944, 0.642)
H (1.923, -0.765, 0.930)
H (3.529, -0.436, 1.174)
H (1.656, 1.710, -5.250)
H (1.453, 3.147, -4.199)
H (3.980, 1.845, -5.342)
H (3.487, 3.685, -5.497)
H (4.273, 3.160, -4.227)
C (4.083, -7.647, 4.823)
C (5.105, -7.660, 5.991)
O (5.456, -6.328, 6.345)
P (6.673, -6.192, 7.395)
O (6.267, -5.961, 8.811)
O (7.602, -4.980, 6.754)
C (8.163, -5.031, 5.441)
C (9.616, -4.713, 5.492)
O (7.548, -7.601, 7.252)
C (8.735, -7.730, 8.073)
C (9.675, -8.765, 7.296)
H (3.950, -6.655, 4.391)
H (4.431, -8.084, 3.887)
H (3.147, -8.171, 5.015)
H (4.636, -8.321, 6.720)
H (6.012, -8.078, 5.554)
H (7.851, -5.985, 5.015)
H (7.711, -4.217, 4.875)
H (10.076, -5.369, 6.231)
H (10.152, -4.794, 4.547)
H (9.966, -3.726, 5.795)
H (9.182, -6.766, 8.315)
H (8.376, -8.192, 8.993)
H (9.783, -8.519, 6.240)
H (10.678, -8.895, 7.702)
H (9.273, -9.778, 7.322)
C (-3.438, 11.325, -8.689)
C (-2.940, 11.177, -7.322)
O (-3.979, 10.694, -6.531)
C (-5.044, 10.460, -7.281)
O (-6.165, 10.286, -6.838)
O (-4.684, 10.677, -8.626)
H (-2.986, 10.679, -9.441)
H (-3.530, 12.334, -9.092)
H (-2.584, 12.148, -6.976)
H (-2.191, 10.434, -7.047)
C (-4.432, 2.351, -8.420)
C (-4.957, 1.763, -9.735)
O (-3.900, 1.831, -10.658)
C (-3.309, 3.042, -10.320)
O (-2.556, 3.604, -11.054)
O (-3.770, 3.444, -9.067)
H (-3.864, 1.624, -7.840)
H (-5.202, 2.779, -7.778)
H (-5.825, 2.209, -10.221)
H (-5.196, 0.700, -9.692)
C (8.555, -6.880, -13.812)
C (7.868, -7.865, -12.842)
O (8.464, -7.538, -11.685)
C (8.894, -6.210, -11.580)
O (9.392, -5.669, -10.612)
O (8.864, -5.740, -12.945)
H (7.916, -6.635, -14.660)
H (9.411, -7.341, -14.307)
H (7.862, -8.951, -12.941)
H (6.800, -7.648, -12.800)
C (7.533, 0.488, 10.915)
C (8.608, -0.358, 11.509)
O (9.768, 0.457, 11.357)
C (9.609, 1.330, 10.483)
O (10.576, 1.876, 9.963)
O (8.335, 1.545, 10.273)
H (7.019, 0.843, 11.808)
H (6.998, -0.156, 10.217)
H (8.745, -1.360, 11.103)
H (8.445, -0.630, 12.552)

These are the Mulliken partial charges, in e, on atoms 1 to 5: atom 1 (C): -0.86, atom 2 (C): 0.42, atom 3 (N): -0.36, atom 4 (H): 0.25, atom 5 (H): 0.27


(2)
Density functional theory data (wB97M-V/def2-TZVPD) for a structure of composition C42H86CuN8O24.

<S²>	0.776
net charge	0
electronic energy	-5535.3714	Eh
LUMO energy (alpha / beta)	-1.300 / -1.703	eV
orbital gap (alpha / beta)	4.86 / 4.46	eV
multiplicity	2

CARTESIAN COORDINATES (ANGSTROEM)
Cu (-6.477, 0.690, -1.253)
C (1.356, 6.001, -6.587)
C (1.070, 5.649, -5.069)
N (1.256, 6.859, -4.288)
C (2.468, 7.403, -4.013)
C (2.282, 8.610, -3.347)
N (0.941, 8.749, -3.071)
C (0.288, 7.733, -3.776)
C (0.388, 9.713, -2.171)
H (2.402, 6.295, -6.676)
H (0.718, 6.830, -6.895)
H (1.317, 5.072, -7.156)
H (1.772, 4.914, -4.675)
H (0.086, 5.221, -4.872)
H (3.380, 6.882, -4.265)
H (3.006, 9.283, -2.911)
H (-0.776, 7.625, -3.925)
H (0.212, 10.631, -2.732)
H (1.091, 10.056, -1.412)
H (-0.568, 9.331, -1.812)
C (1.363, -6.803, -1.687)
C (0.957, -7.907, -0.727)
N (0.200, -7.415, 0.431)
C (0.245, -7.974, 1.750)
C (-0.741, -7.349, 2.493)
N (-1.369, -6.416, 1.703)
C (-0.780, -6.421, 0.457)
C (-2.490, -5.621, 2.156)
H (2.094, -6.090, -1.304)
H (0.523, -6.163, -1.957)
H (1.746, -7.255, -2.602)
H (1.868, -8.466, -0.510)
H (0.322, -8.648, -1.213)
H (0.850, -8.810, 2.069)
H (-1.061, -7.484, 3.515)
H (-1.000, -5.781, -0.385)
H (-3.170, -5.495, 1.313)
H (-2.092, -4.646, 2.439)
H (-2.995, -6.101, 2.993)
N (-5.736, 5.687, 0.195)
O (-4.701, 6.015, 0.776)
O (-6.525, 6.522, -0.238)
O (-5.953, 4.502, -0.062)
N (-6.403, -4.338, -2.385)
O (-5.246, -4.571, -2.639)
O (-6.734, -3.326, -1.785)
O (-7.270, -5.130, -2.806)
C (-0.488, -0.917, -0.033)
C (0.657, -1.010, -0.805)
C (0.689, -0.684, -2.301)
O (1.703, -0.854, -3.036)
C (-0.389, -0.069, -2.877)
C (-1.630, 0.151, -2.126)
C (-1.688, -0.429, -0.614)
O (-2.838, -0.402, -0.086)
O (-2.636, 0.724, -2.530)
O (1.696, -1.430, -0.146)
H (-0.530, -1.329, 0.965)
H (-0.378, 0.260, -3.905)
C (-1.206, 2.169, 6.034)
C (-0.632, 2.908, 7.247)
O (-0.024, 1.957, 8.121)
C (0.412, 2.333, 9.333)
O (0.243, 3.416, 9.806)
O (1.007, 1.341, 9.903)
C (1.667, 1.505, 11.094)
H (-0.539, 1.911, 5.211)
H (-2.008, 2.744, 5.572)
H (-1.675, 1.228, 6.321)
H (-1.422, 3.424, 7.793)
H (0.116, 3.620, 6.899)
H (2.208, 0.571, 11.246)
H (1.005, 1.675, 11.943)
H (2.331, 2.367, 11.033)
C (2.315, 4.390, 1.119)
C (1.840, 5.345, 2.193)
O (2.842, 5.465, 3.129)
C (3.845, 6.392, 2.973)
O (3.824, 7.317, 2.114)
O (4.797, 6.282, 3.960)
C (4.774, 5.284, 4.956)
H (2.339, 3.388, 1.547)
H (3.291, 4.720, 0.761)
H (1.630, 4.307, 0.275)
H (0.956, 4.974, 2.711)
H (1.631, 6.338, 1.794)
H (5.191, 4.315, 4.684)
H (3.748, 5.263, 5.323)
H (5.318, 5.669, 5.819)
C (7.333, -8.010, 5.857)
O (6.374, -7.383, 5.002)
C (6.943, -6.559, 4.006)
C (5.877, -5.977, 3.040)
N (6.405, -5.250, 1.916)
C (6.752, -6.217, 0.880)
C (7.153, -5.429, -0.458)
O (6.999, -6.269, -1.578)
C (7.453, -5.690, -2.778)
H (7.981, -8.714, 5.335)
H (6.721, -8.624, 6.519)
H (8.055, -7.330, 6.307)
H (7.677, -7.149, 3.457)
H (7.463, -5.733, 4.491)
H (5.238, -5.260, 3.555)
H (5.083, -6.675, 2.775)
H (5.626, -4.678, 1.622)
H (5.890, -6.847, 0.659)
H (7.573, -6.859, 1.197)
H (8.207, -5.155, -0.433)
H (6.552, -4.530, -0.592)
H (7.136, -6.312, -3.615)
H (8.542, -5.651, -2.752)
H (7.021, -4.701, -2.929)
C (-7.248, -0.500, -4.911)
O (-7.860, 0.084, -3.825)
C (-9.294, 0.207, -4.049)
C (-9.941, 1.201, -3.190)
N (-9.485, 0.998, -1.834)
C (-10.184, -0.106, -1.190)
C (-9.820, -0.116, 0.290)
O (-8.384, -0.009, 0.482)
C (-8.062, 0.144, 1.875)
H (-6.200, -0.708, -4.695)
H (-7.380, 0.058, -5.838)
H (-7.672, -1.502, -4.985)
H (-9.836, -0.724, -3.880)
H (-9.589, 0.528, -5.048)
H (-11.028, 1.117, -3.186)
H (-9.682, 2.210, -3.512)
H (-9.847, 1.807, -1.350)
H (-9.991, -1.102, -1.589)
H (-11.269, -0.024, -1.259)
H (-10.170, -1.048, 0.732)
H (-10.262, 0.691, 0.874)
H (-8.483, -0.676, 2.456)
H (-8.331, 1.152, 2.191)
H (-6.990, 0.030, 2.034)
C (-5.262, 5.249, -5.282)
O (-4.326, 4.391, -5.875)
H (-6.187, 4.699, -5.459)
H (-5.017, 5.485, -4.246)
H (-5.260, 6.258, -5.694)
H (-4.284, 3.697, -5.213)
C (3.696, 0.148, 5.227)
O (4.709, 0.279, 4.260)
H (3.538, -0.913, 5.416)
H (3.894, 0.689, 6.153)
H (2.739, 0.424, 4.783)
H (4.438, -0.264, 3.516)
C (1.189, -2.011, -8.694)
O (2.512, -2.116, -8.152)
H (0.512, -2.026, -7.840)
H (1.105, -1.031, -9.165)
H (0.911, -2.758, -9.437)
H (2.569, -1.710, -7.284)
C (7.563, 0.644, -3.128)
O (6.563, 1.381, -3.822)
H (8.456, 1.209, -2.863)
H (7.068, 0.269, -2.232)
H (7.877, -0.137, -3.821)
H (5.850, 0.745, -3.729)

These are the Mulliken partial charges, in e, on atoms 1 to 5: atom 1 (Cu): 0.89, atom 2 (C): -1.00, atom 3 (C): -0.66, atom 4 (N): 0.22, atom 5 (C): -0.27